{"formula": "C2H3CuMgO2", "method": "wB97M-V/def2-TZVPD", "orbital_gap_ev": [4.2, 4.1], "largest_force_ha_per_bohr": 0.04261, "total_charge": 1, "e_above_lowest_kcal_mol": 73.6, "spin_multiplicity": 2, "species": ["H", "O", "C", "C", "O", "Cu", "Mg", "H", "H"], "positions_angstrom": [[-3.421443, 1.918924, -0.082377], [0.704685, -0.462418, -0.970351], [1.165348, -0.487510, 0.226078], [0.326125, 0.000493, 1.265001], [-0.831704, 0.441918, 0.974287], [0.341415, -1.092261, -3.145926], [-1.134962, 0.527942, -0.998843], [2.152372, -0.914212, 0.436837], [0.698165, 0.067123, 2.295293]], "forces_ev_per_angstrom": [[0.14, -0.09, -0.11], [0.00, 1.48, -1.62], [0.15, -0.63, 0.87], [0.30, 0.30, -0.07], [-0.02, 0.35, -0.30], [-0.16, -0.04, 0.88], [0.32, -0.91, 0.65], [-0.43, -0.15, -0.09], [-0.30, -0.30, -0.22]]}